Here is a 8-piece molecular cluster, C45H78BN3O28PS2 overall in a non-equilibrium geometry from the OMol25 dataset. Energies are from ωB97M-V with the def2-TZVPD basis set.

Results
Kohn-Sham gap = 0.3094 Eh
LUMO energy = -2.4 eV
energy = -5194.940352 a.u.
E_HOMO = -10.85 eV
largest force on an atom = 0.0202 hartree/bohr

```
! RIJCOSX wB97M-V def2-TZVPD def2/J DEFGRID3
* xyz 1 1
C 2.0066 -0.9318 2.6238
C 1.2215 -0.4108 1.3899
C 0.4580 -1.5750 0.7632
N 0.0648 -1.3965 -0.6361
C -1.0101 -0.6177 -1.1604
C -0.4823 -0.0757 -2.5095
C 0.5591 1.0364 -2.3192
C 0.0116 2.4466 -2.6065
C 0.3288 3.5458 -1.5812
O 0.7256 3.0319 -0.3126
C 0.4027 3.9137 0.7434
C -1.5214 0.4928 -0.2565
C -2.1413 0.1141 1.0981
C -2.8529 1.3170 1.7172
O -4.2325 1.4191 1.3694
O -2.4485 1.3181 -0.9439
C -3.2751 0.7859 -1.9553
C -3.4414 -0.7704 -2.0630
B -3.6902 -1.0845 -3.6097
O -3.1768 -2.2480 -4.1781
O -4.3436 -0.1451 -4.3202
C -4.9884 -0.4773 -5.5597
P -5.1654 -1.0775 -1.3230
C -5.5050 -2.8683 -1.5250
O -4.8492 -1.0923 0.2836
N -2.2314 -1.5462 -1.5405
C -2.4324 -2.6542 -0.5542
C -2.3770 -4.0332 -1.2237
C -2.8013 -5.1605 -0.2810
S -1.5716 -5.4239 1.0194
C -2.1426 -4.4799 2.3997
S -1.0335 -3.9898 3.4803
N -3.5309 -4.3270 2.4582
C -4.0246 -3.0987 3.1017
C -4.3019 -3.2656 4.5817
O -5.2803 -4.2843 4.7291
C -4.7125 -5.5224 4.3621
C -4.2518 -5.5468 2.9018
H 3.0794 -0.9055 2.4229
H 1.8540 -0.3094 3.5024
H 1.7548 -1.9708 2.8411
H 0.5599 0.3911 1.7167
H 1.9332 -0.0377 0.6546
H 1.1465 -2.4261 0.7561
H -0.3627 -1.8963 1.4171
H 0.2053 -2.2339 -1.1795
H -1.2605 0.2838 -3.1811
H -0.0133 -0.9346 -3.0071
H 1.3586 0.8362 -3.0383
H 1.0163 0.9607 -1.3349
H -1.0695 2.4295 -2.7522
H 0.4296 2.7700 -3.5621
H -0.5786 4.1458 -1.4404
H 1.1004 4.2333 -1.9479
H -0.4565 3.5474 1.3188
H 1.2530 4.0019 1.4250
H 0.1774 4.9183 0.3809
H -0.6564 1.1308 -0.0440
H -2.8095 -0.7423 1.0516
H -1.3430 -0.1396 1.7982
H -2.7922 1.1952 2.8054
H -2.2993 2.2283 1.4739
H -4.3764 2.2693 0.9649
H -2.9097 1.1650 -2.9124
H -4.2675 1.2268 -1.8283
H -3.7628 -2.9994 -4.2442
H -4.2532 -0.6119 -6.3538
H -5.5924 -1.3806 -5.4515
H -5.6546 0.3472 -5.8010
H -6.5916 -2.9697 -1.5782
H -5.1598 -3.4222 -0.6536
H -5.0899 -3.2898 -2.4383
H -5.2106 -0.3010 0.6920
H -1.8617 -2.0230 -2.3684
H -1.6140 -2.6328 0.1609
H -3.3380 -2.5353 0.0307
H -1.3225 -4.2210 -1.4701
H -2.9313 -4.0526 -2.1621
H -3.7854 -5.0025 0.1577
H -2.8486 -6.0954 -0.8448
H -3.3396 -2.2681 2.9196
H -4.9719 -2.8511 2.6114
H -4.7035 -2.3420 4.9961
H -3.3951 -3.5649 5.1149
H -5.4963 -6.2735 4.4780
H -3.8876 -5.7813 5.0371
H -5.1177 -5.7191 2.2533
H -3.5848 -6.3998 2.7570
C 3.1686 -1.7358 7.3838
C 3.2229 -0.3138 7.9073
O 4.0227 0.3417 6.9077
C 3.9286 -0.3555 5.7686
O 4.3503 0.0081 4.7121
O 3.3074 -1.5338 5.9668
H 2.2321 -2.2431 7.5953
H 4.0022 -2.3457 7.7330
H 2.2430 0.1660 7.9306
H 3.6934 -0.2212 8.8812
C 2.0143 -1.9347 -6.3145
C 0.9114 -2.5845 -5.5006
O 1.5216 -2.7076 -4.2069
C 2.5225 -1.7936 -4.1200
O 3.0955 -1.5357 -3.1108
O 2.7386 -1.2162 -5.3082
H 1.6461 -1.2432 -7.0668
H 2.6856 -2.6585 -6.7775
H 0.0343 -1.9399 -5.4106
H 0.6096 -3.5614 -5.8670
C 5.4776 0.9878 -0.6504
C 4.1526 0.7646 -1.3580
O 3.5841 2.0816 -1.3380
C 4.5746 2.9863 -1.1942
O 4.4379 4.1602 -1.3215
O 5.7456 2.3688 -0.9323
H 6.2838 0.3633 -1.0237
H 5.3983 0.8695 0.4317
H 4.2644 0.4557 -2.3957
H 3.5015 0.0568 -0.8547
C 4.0194 2.5720 -5.2457
C 3.3573 3.9187 -5.0020
O 2.1234 3.7753 -5.7319
C 1.8456 2.4655 -5.8476
O 0.8074 2.0271 -6.2379
O 2.8837 1.7136 -5.4465
H 4.6138 2.2166 -4.4088
H 4.6259 2.5601 -6.1518
H 3.1188 4.0876 -3.9523
H 3.9210 4.7642 -5.3843
C 8.5792 -0.7725 4.8417
C 7.3518 -0.3244 5.6109
O 7.3766 -1.2008 6.7460
C 8.6469 -1.6343 6.9321
O 9.0210 -2.2420 7.8777
O 9.4235 -1.2772 5.8818
H 9.0810 0.0311 4.3101
H 8.3611 -1.5861 4.1471
H 7.4375 0.7059 5.9606
H 6.4218 -0.4423 5.0671
C -0.6039 3.1363 4.7673
C -1.7936 3.6047 5.5857
O -1.7506 2.7211 6.7094
C -0.4821 2.2783 6.8561
O -0.0710 1.6960 7.8024
O 0.2636 2.6139 5.7737
H -0.1150 3.9450 4.2295
H -0.8577 2.3457 4.0566
H -1.6774 4.6300 5.9389
H -2.7457 3.5086 5.0703
C -0.2535 5.8791 -5.9111
C -1.5480 5.2483 -6.3879
O -2.4769 6.3278 -6.2564
C -1.7890 7.4969 -6.2972
O -2.2844 8.5687 -6.3758
O -0.4569 7.2587 -6.2315
H 0.6213 5.4955 -6.4190
H -0.1187 5.7862 -4.8310
H -1.5010 4.9462 -7.4352
H -1.8702 4.4033 -5.7856
*
```